# C35H37ClP2Pt

A molecular structure, C35H37ClP2Pt in a non-equilibrium geometry (ωB97M-V/def2-TZVPD, the OMol25 dataset).

Results
Charge ... +2
Kohn-Sham gap (spin up / spin down) ... 6.5 / 3.0 eV
Relative energy (zero: lowest compared OMol25 entry of this formula, charge and spin) ... 80.3 kcal/mol
Spin multiplicity ... 5
Expectation value of S² ... 6.02
Maximum force ... 3.80 eV/A

Last column: Mulliken charge in e.
Cartesian coordinates (Å):
Pt1 -0.4149 1.5271 -5.3910  1.105
C1 1.2939 0.1435 -0.7469  -0.317
C2 2.4990 0.2795 -1.3432  -0.121
C3 3.3858 -0.7908 -1.8522  -1.144
C4 2.8426 -1.4567 -3.1512  -0.433
C5 1.4511 -2.0054 -3.1952  -0.308
C6 0.6884 -2.1920 -2.1138  -0.530
C7 1.2369 -2.3667 -0.7198  -0.833
C8 0.9737 -1.0433 0.1058  -0.785
C9 -1.4537 0.5120 -3.9844  -0.953
H1 0.5580 0.9704 -0.7088  0.410
H2 2.8554 1.2887 -1.5696  0.558
H3 3.6437 -1.5729 -1.1371  0.471
H4 4.3631 -0.3469 -2.1078  0.354
H5 3.0355 -0.7574 -3.9732  0.205
H6 3.4973 -2.3215 -3.3417  0.411
H7 1.0603 -2.2316 -4.1966  0.562
H8 -0.2768 -2.6999 -2.2342  0.443
H9 2.3104 -2.6219 -0.6319  0.249
H10 0.6776 -3.1637 -0.1977  0.434
H11 -0.1145 -1.0307 0.3272  0.343
H12 1.4771 -1.1495 1.1025  0.319
H13 -2.2818 1.1304 -3.6137  0.530
H14 -0.6004 0.3167 -3.2874  0.137
H15 -1.7773 -0.3572 -4.5816  0.273
P1 1.2346 2.5012 -7.9261  0.444
P2 -0.2978 0.4300 -8.4658  0.471
C10 2.2384 1.0708 -8.4666  -0.516
C11 1.4442 0.0620 -8.8581  -0.924
C12 1.9860 3.7376 -9.1443  0.512
C13 3.1841 3.5361 -9.8535  -0.093
C14 3.8204 4.6217 -10.4675  -0.675
C15 3.2174 5.8736 -10.4796  -0.451
C16 1.9516 6.0430 -9.9044  -0.715
C17 1.3244 4.9707 -9.2620  -0.487
C18 2.1034 2.8755 -6.3963  1.456
C19 1.7595 2.0407 -5.3079  -1.345
C20 2.4562 2.1503 -4.0962  -0.406
C21 3.5111 3.0536 -3.9674  -0.483
C22 3.8470 3.8775 -5.0676  -0.884
C23 3.1544 3.7827 -6.2768  -0.392
C24 -0.8799 0.1985 -10.2567  0.500
C25 -0.4895 1.1396 -11.2278  -0.339
C26 -0.7135 0.8950 -12.5863  -0.763
C27 -1.3535 -0.2792 -12.9900  -0.438
C28 -1.7944 -1.1969 -12.0324  -0.743
C29 -1.5829 -0.9431 -10.6696  -0.340
C30 -0.7726 -1.1356 -7.6748  0.746
C31 -2.0888 -1.2341 -7.1998  -0.588
C32 -2.5585 -2.4306 -6.6593  -0.684
C33 -1.6940 -3.5360 -6.5717  -0.535
C34 -0.3683 -3.4174 -6.9882  -0.709
C35 0.1113 -2.2138 -7.4988  -0.494
H16 3.3356 1.0901 -8.4080  0.873
H17 1.7127 -0.8738 -9.3693  0.873
H18 3.6483 2.5542 -9.9008  0.386
H19 4.7935 4.4753 -10.9346  0.428
H20 3.7221 6.7209 -10.9366  0.431
H21 1.4599 7.0064 -9.9367  0.428
H22 0.3391 5.0858 -8.8120  0.414
H23 1.2446 0.9766 -5.4351  0.067
H24 2.1048 1.4913 -3.2984  0.278
H25 4.1114 3.1137 -3.0417  0.464
H26 4.6516 4.6143 -4.9736  0.422
H27 3.4252 4.4132 -7.1200  0.407
H28 0.0199 2.0474 -10.9251  0.340
H29 -0.3842 1.6168 -13.3346  0.422
H30 -1.5158 -0.4871 -14.0521  0.396
H31 -2.2994 -2.1180 -12.3404  0.403
H32 -1.9414 -1.6586 -9.9304  0.340
H33 -2.7347 -0.3545 -7.2420  0.461
H34 -3.5912 -2.5015 -6.3239  0.506
H35 -2.0673 -4.4832 -6.1818  0.449
H36 0.3123 -4.2755 -6.9166  0.433
H37 1.1587 -2.1258 -7.7761  0.477
Cl1 -0.8118 3.2771 -3.8798  -0.200